Molecular formula: C38H67BN5O15PS
Method: DFT, ωB97M-V/def2-TZVPD

```
128
Properties=species:S:1:pos:R:3:mulliken_charge:R:1
C 2.83099 0.93125 1.77416 -1.08
C 1.38539 1.18082 2.18460 -0.13
O 0.83560 2.26468 1.44334 -0.23
C -0.50252 2.52727 1.82172 -0.84
C -1.51256 2.35495 0.64892 -0.01
O -0.88539 2.15413 -0.57786 -0.47
C -0.50599 0.79609 -0.83574 -0.69
C -1.21857 0.40041 -2.11271 -0.57
O -2.56539 0.05934 -1.80578 -0.03
C -3.55505 0.76054 -2.52642 -0.97
P -4.05309 2.36520 -1.71656 0.47
C -5.80530 2.60275 -2.23776 -1.18
O -3.22551 3.58852 -2.46942 -0.50
C -0.52478 -0.80412 -2.89062 -0.30
C 0.27914 -0.17262 -4.07416 -0.93
S 1.60587 0.93820 -3.58161 0.86
O 1.05711 2.20996 -3.25146 -0.61
O 2.50451 0.35247 -2.64632 -0.32
O -1.59682 -1.60677 -3.36532 -0.27
N -1.62734 -1.76994 -4.76636 0.41
O -2.71354 -1.97523 -5.14114 -0.42
O 0.32731 -1.43842 -1.98761 0.34
C 0.37456 -2.85240 -1.92881 1.69
C 1.59386 -3.16156 -1.03786 -1.53
O 2.68737 -2.43990 -1.59614 -0.39
C 3.67561 -2.05554 -0.71044 -0.48
O 4.92105 -2.50859 -1.20988 -0.40
C 5.97065 -1.90417 -0.49250 -0.18
C 7.27673 -2.22479 -1.18797 -0.56
O 7.73268 -1.05241 -1.85351 -0.53
C 0.64408 -3.53827 -3.26975 -1.49
B -0.30683 -4.79814 -3.43823 0.62
O 0.00791 -5.97793 -2.83631 -0.64
O -1.43484 -4.73947 -4.24802 -0.65
O -0.74515 -3.45072 -1.29660 0.53
C -1.28985 -2.70292 -0.20535 0.16
C -1.98391 -3.56344 0.87597 0.27
C -1.21246 -3.47018 2.20446 -1.67
C -2.24289 -5.01468 0.50923 0.02
C -3.13297 -5.17764 -0.73938 -1.21
C -0.94908 -5.88007 0.47202 -1.20
H 3.15180 1.64241 1.02665 0.31
H 3.44853 0.97116 2.66090 0.39
H 2.91608 -0.08285 1.41312 0.00
H 0.77306 0.28632 2.05551 0.05
H 1.34197 1.44662 3.23847 0.63
H -0.53150 3.52897 2.23708 0.10
H -0.84684 1.86728 2.61385 0.46
H -2.28469 1.62152 0.87344 0.17
H -2.03548 3.30218 0.56201 0.64
H 0.56905 0.79938 -0.92577 0.13
H -0.83948 0.18880 -0.00076 0.26
H -1.23418 1.28040 -2.74042 0.91
H -4.45436 0.15386 -2.47936 0.40
H -3.29771 0.85766 -3.58636 0.43
H -5.93294 3.67619 -2.30841 0.35
H -6.48247 2.24079 -1.47780 0.36
H -6.06100 2.18720 -3.20990 0.34
H -2.82808 3.28976 -3.30092 0.29
H -0.41255 0.45018 -4.62293 0.56
H 0.71704 -0.91449 -4.72825 0.62
H 2.27340 1.09448 -4.75700 0.21
H 1.80384 -4.22253 -1.14087 0.57
H 1.42152 -2.85432 -0.01199 0.62
H 3.54191 -2.46729 0.29487 0.39
H 3.70176 -0.96523 -0.70184 0.33
H 5.87858 -0.81808 -0.46265 0.18
H 6.02647 -2.29996 0.52377 0.31
H 7.08072 -3.03239 -1.88439 0.31
H 8.02770 -2.53178 -0.46672 0.32
H 8.46603 -1.27067 -2.44416 0.26
H 0.43357 -2.89049 -4.10790 0.04
H 1.66301 -3.89546 -3.33365 0.25
H -0.82667 -6.41429 -2.60218 0.34
H -2.22962 -4.51139 -3.74187 0.37
H -0.56679 -2.05931 0.28608 -0.45
H -2.03900 -2.03534 -0.62465 -0.21
H -2.95021 -3.10305 1.06962 0.38
H -1.38745 -2.50794 2.66397 0.40
H -0.15452 -3.59631 1.99264 0.33
H -1.53148 -4.28038 2.84685 0.39
H -2.82153 -5.42545 1.33095 0.84
H -2.85217 -6.08892 -1.25738 0.33
H -3.03233 -4.33043 -1.40692 -0.10
H -4.16320 -5.29218 -0.43528 0.42
H -0.85520 -6.33505 -0.49479 0.38
H -0.10128 -5.23066 0.62500 0.08
H -0.97921 -6.62014 1.25726 0.28
C 7.44280 4.08099 -1.65291 -0.61
C 8.03778 3.81417 -2.91350 -0.52
C 7.99910 2.45609 -3.10137 -0.42
N 7.40970 1.89410 -2.00549 0.15
C 7.06418 2.87532 -1.12063 -0.35
H 7.30700 5.04455 -1.19095 0.40
H 8.44567 4.53446 -3.60288 0.39
H 8.34038 1.84538 -3.91993 0.35
H 7.25366 0.90546 -1.87274 0.28
H 6.57991 2.63469 -0.18937 0.40
C -3.97700 4.82277 4.68291 -0.62
C -4.80421 3.90686 5.39471 -0.56
C -4.96951 2.80680 4.59365 -0.73
N -4.28614 3.02248 3.43108 0.09
C -3.67547 4.23936 3.48067 -0.38
H -3.64115 5.78964 5.01698 0.42
H -5.22212 4.03930 6.37821 0.41
H -5.51860 1.89187 4.74324 0.66
H -4.23821 2.38421 2.65687 0.23
H -3.07919 4.58553 2.65284 0.47
C -4.74312 -3.03840 4.95237 -0.42
C -5.11590 -2.68738 6.27847 -0.65
C -4.94642 -1.33403 6.40720 -0.41
N -4.48427 -0.85661 5.21246 0.01
C -4.36134 -1.88530 4.32031 -0.40
H -4.75434 -4.02274 4.51504 0.43
H -5.46759 -3.35256 7.04883 0.39
H -5.11357 -0.67421 7.24084 0.39
H -4.26512 0.10286 5.01169 0.23
H -4.01089 -1.70557 3.31762 0.45
C 1.11009 7.63005 1.94290 -0.61
C 1.88777 7.42257 0.77235 -0.61
C 1.86121 6.08003 0.49736 -0.41
N 1.10313 5.47084 1.45533 0.12
C 0.63801 6.40589 2.33831 -0.47
H 0.91911 8.56828 2.43655 0.40
H 2.40597 8.17211 0.19810 0.39
H 2.31458 5.50856 -0.29436 0.46
H 0.91516 4.48414 1.50382 0.40
H 0.01434 6.12189 3.16976 0.40
```

Summary:
DFT total energy = -99450.12345 eV
F_max = 1.7 eV/Å
HOMO-LUMO gap = 7.311 eV
SMILES = CCOCCOC[C@H](OCP(C)O)[C@](C[SH](=O)=O)(ON=O)O[C@](COCOCCO)(CB(O)O)OC[C@H](C)C(C)C.c1cc[nH]c1.c1cc[nH]c1.c1cc[nH]c1.c1cc[nH]c1
net charge = 0